15
Properties=species:S:1:pos:R:3:mulliken_charge:R:1 method="wB97M-V/def2-TZVPD" mol_weight_g_mol=795.346 lumo_ev=3.441 e_homo_ev=0.60 total_charge=-3
Ag 8.165 3.542 13.108 0.53
Ag 7.346 8.021 11.351 0.58
I 5.539 5.338 11.831 -0.54
I 10.951 7.157 9.945 -0.93
I 7.407 10.627 9.729 -0.78
Cl 5.118 6.827 6.369 1.55
O 5.591 6.129 5.175 -0.67
O 3.650 7.019 6.211 -0.68
O 5.381 5.990 7.533 -0.59
O 5.719 8.146 6.498 -0.58
Cl 8.011 8.460 14.401 1.72
O 7.100 9.113 13.562 -0.63
O 7.668 7.294 15.074 -0.60
O 9.114 8.149 13.596 -0.63
O 8.300 9.427 15.526 -0.75